<A>
C2H5NO2S in the gas phase. Source: the OMol25 dataset; level of theory: ωB97M-V/def2-TZVPD.

Element x y z (Å)
C (-0.446, -0.130, -1.195)
C (-1.223, -0.349, 0.042)
N (0.661, 1.587, -0.193)
O (-0.456, -0.206, 1.221)
O (1.965, -0.360, 1.062)
S (0.788, 0.894, 1.129)
H (0.415, -0.744, -1.385)
H (-0.893, 0.386, -2.025)
H (-2.086, 0.326, 0.092)
H (-1.575, -1.389, 0.082)
H (2.851, -0.016, 1.171)

As for the net charge: 0. For the HOMO-LUMO gap (alpha / beta), the calculation gives 0.32245 / 0.32223 Eh. Its spin multiplicity is 1.

***

<B>
C2H5NO2S in the gas phase. Source: the OMol25 dataset; level of theory: ωB97M-V/def2-TZVPD.

Element x y z (Å)
C (-0.925, -1.213, -0.006)
O (0.490, -1.135, -0.309)
C (1.209, -0.058, -0.092)
S (2.861, -0.049, -0.158)
N (0.572, 1.117, 0.210)
O (-0.557, 1.534, -0.468)
H (-1.072, -0.584, 0.842)
H (-1.112, -2.263, 0.199)
H (-1.521, -0.861, -0.811)
H (1.260, 1.852, 0.326)
H (-1.206, 1.660, 0.266)

As for the net charge: 0. As for the SMILES: COC(=S)NO. For the HOMO-LUMO gap, the calculation gives 0.32593 Eh. Its spin multiplicity is 1.

***

<B> comes first in stability; the runner-up is 0.0676 hartree higher.

***

<A>
C2H5NO2S in the gas phase. Source: the OMol25 dataset; level of theory: ωB97M-V/def2-TZVPD.

Element x y z (Å)
C (-0.474, 0.600, -0.650)
C (0.432, -0.493, -0.460)
N (-1.257, 1.535, 1.155)
O (-0.972, 3.199, -0.783)
O (1.094, 2.470, 0.411)
S (-0.264, 2.277, 0.009)
H (-1.497, 0.394, -1.209)
H (0.786, -0.348, 0.593)
H (1.422, -0.266, -0.974)
H (0.121, -1.570, -0.642)
H (-0.725, 1.371, 1.950)

As for the net charge: 0. For the HOMO-LUMO gap (alpha / beta), the calculation gives 0.33871 / 0.33867 Eh. Its spin multiplicity is 1.

***

<B>
2 unconnected molecules or ions with the total composition C2H5NO2S. Source: the OMol25 dataset; level of theory: ωB97M-V/def2-TZVPD.

Element x y z (Å)
C (-0.112, -1.885, 0.180)
N (0.613, -0.979, -0.278)
S (1.409, 0.217, 0.302)
O (2.076, 0.786, -1.071)
H (-0.536, -2.639, -0.368)
H (-0.467, -1.978, 1.160)
H (1.375, 1.144, -1.653)
C (-1.131, 1.388, 0.473)
O (-1.162, 1.661, -0.703)
H (-0.816, 2.031, 1.295)
H (-1.249, 0.253, 0.663)

As for the net charge: 0. As for the SMILES: C=NSO.C=O. For the HOMO-LUMO gap, the calculation gives 0.34443 Eh. Its spin multiplicity is 1.

***

<B> comes first in stability; the runner-up is 0.0267 hartree higher.

***

<A>
2 unconnected molecules or ions with the total composition C4H8Cl2Si. Source: the OMol25 dataset; level of theory: ωB97M-V/def2-TZVPD.

Element x y z (Å)
C (-0.554, -0.393, 0.956)
C (-0.825, 0.474, 0.051)
C (-1.556, -0.772, 2.016)
C (2.284, -0.733, -1.443)
Si (-0.619, 1.766, -1.261)
Cl (-0.638, -0.856, 3.570)
Cl (2.420, -1.341, 0.123)
H (0.095, -1.178, 0.849)
H (-2.254, -0.023, 2.111)
H (-1.839, -1.772, 1.821)
H (3.324, -0.265, -1.745)
H (1.763, -1.425, -2.199)
H (-0.926, 1.356, -2.600)
H (0.848, 2.256, -1.180)
H (-1.523, 2.906, -1.069)

As for the net charge: 0. For the HOMO-LUMO gap (alpha / beta), the calculation gives 0.28644 / 0.31098 Eh. Its spin multiplicity is 1.

***

<B>
2 unconnected molecules or ions with the total composition C4H8Cl2Si. Source: the OMol25 dataset; level of theory: ωB97M-V/def2-TZVPD.

Element x y z (Å)
Cl (0.616, -2.987, -1.561)
C (1.944, -1.977, -1.058)
Si (2.080, -1.512, 0.614)
Cl (3.932, -1.032, 1.288)
H (2.380, -1.426, -1.935)
H (1.162, -1.692, 1.777)
C (-1.874, 0.447, 1.060)
C (-1.823, 1.026, -0.120)
C (-0.659, 1.886, -0.580)
H (-2.819, -0.179, 1.511)
H (-1.119, 0.707, 1.843)
H (-2.572, 0.713, -0.845)
H (-1.104, 2.643, -1.199)
H (-0.045, 1.187, -1.081)
H (-0.098, 2.196, 0.286)

As for the net charge: 0. As for the SMILES: Cl/C=[SiH]/Cl.C=CC. For the HOMO-LUMO gap, the calculation gives 0.29469 Eh. Its spin multiplicity is 1.

***

<B> comes first in stability; the runner-up is 0.1316 hartree higher.